# 1
{
  "formula": "C4H8N3O",
  "method": "ωB97M-V/def2-TZVPD",
  "s_squared": 2.02,
  "total_charge": 1,
  "largest_force_ev_per_a": 4.35,
  "homo_energy_ev": [-11.826, -13.160],
  "e_above_lowest_kcal_mol": 22.4,
  "lumo_energy_ev": [-3.4, -6.9],
  "spin_multiplicity": 3,
  "species": ["C", "C", "C", "C", "N", "N", "N", "O", "H", "H", "H", "H", "H", "H", "H", "H"],
  "xyz": [[-1.7844, 0.0248, -0.1115], [-2.3272, -0.3871, -1.3503], [1.8210, 0.0158, -0.1338], [2.6567, -0.6681, 0.9847], [-0.5353, 0.6327, 0.0386], [0.6122, 0.2793, -0.1296], [-2.5653, 0.3435, 0.9575], [2.5382, 0.5503, -1.1124], [-3.4238, -0.3187, -1.3697], [-1.6750, -0.4499, -2.2325], [3.4008, 0.1178, 1.1969], [3.0888, -1.6821, 0.8309], [2.0324, -0.6760, 1.8655], [-3.6085, 0.2303, 0.8382], [-2.3994, 1.0928, 1.6541], [2.1688, 0.8947, -1.9266]],
  "atomic_forces_ev_per_a": [[2.257, 2.800, 1.817], [-0.754, -0.050, -0.195], [0.907, -0.164, 0.103], [-0.576, 1.225, -0.403], [-4.009, 0.499, 1.612], [0.941, -1.892, -0.675], [-2.603, -0.003, -1.148], [2.638, -0.539, -0.216], [0.592, -0.577, -0.588], [-0.620, -0.130, 0.513], [0.243, -0.721, -0.140], [-0.343, 0.985, -0.449], [-0.285, -0.297, 0.244], [1.613, -0.195, 0.127], [0.878, -0.947, -0.754], [-0.878, 0.007, 0.154]]
}


# 2
{
  "formula": "C4H8N3O2",
  "method": "ωB97M-V/def2-TZVPD",
  "total_charge": 1,
  "largest_force_ev_per_a": 5.87,
  "homo_energy_ev": -12.970,
  "e_above_lowest_kcal_mol": 91.5,
  "lumo_energy_ev": -3.8,
  "spin_multiplicity": 1,
  "species": ["C", "C", "C", "C", "N", "N", "N", "O", "O", "H", "H", "H", "H", "H", "H", "H", "H"],
  "xyz": [[2.1640, 0.9872, -0.7699], [2.7571, 0.0020, 0.1607], [0.9450, 1.2616, -1.0762], [-2.9094, -0.3601, 0.2470], [-3.1909, -1.4694, 0.5091], [-2.5841, 0.8123, 0.1322], [2.0415, -0.7068, 0.8714], [-0.1562, 1.4364, -1.4133], [-0.4644, -0.7550, 0.1096], [2.9171, 1.6630, -1.3846], [3.8329, 0.2182, 0.2645], [-2.8035, -2.2982, 1.0635], [-3.2482, 1.6091, 0.1908], [-1.7362, 0.9524, -0.3874], [-0.4930, -1.5548, -0.3444], [2.4657, -1.2806, 1.5307], [0.4626, -0.5174, 0.2963]],
  "atomic_forces_ev_per_a": [[3.617, 1.332, -1.439], [1.162, 3.019, -0.870], [-1.985, -0.237, -0.741], [-0.987, -5.236, 2.455], [0.893, -0.795, -0.067], [-0.612, 4.822, -1.033], [-1.991, -0.360, -0.313], [0.633, 0.547, 0.175], [-1.296, 2.034, 0.879], [-1.641, -1.377, 1.332], [-0.178, -0.846, 0.002], [-1.105, 1.911, -0.954], [0.528, -0.885, 0.170], [0.895, 0.339, -0.429], [0.417, -2.145, -1.226], [1.154, -1.135, 1.349], [0.495, -0.987, 0.708]]
}


# 3
{
  "formula": "C4H8N3O2",
  "method": "ωB97M-V/def2-TZVPD",
  "total_charge": 1,
  "largest_force_ev_per_a": 2.90,
  "homo_energy_ev": -13.809,
  "e_above_lowest_kcal_mol": 138.4,
  "lumo_energy_ev": -4.6,
  "spin_multiplicity": 1,
  "species": ["C", "N", "C", "C", "N", "O", "O", "N", "C", "H", "H", "H", "H", "H", "H", "H", "H"],
  "xyz": [[1.1331, 0.5385, -1.6098], [0.0310, -0.3393, -1.1224], [-0.9167, 0.4769, -0.3385], [-0.6175, 0.2374, 0.9569], [-1.3674, 0.9103, 2.0117], [-2.3868, 1.4732, 1.6118], [-0.9550, 0.7757, 3.1274], [0.3433, -0.6617, 1.1802], [0.5792, -1.2942, -0.0975], [1.2508, 1.3993, -0.9030], [2.0285, -0.0831, -1.5226], [0.8040, 0.7986, -2.6347], [-0.4861, -0.8509, -1.8087], [-1.5121, 1.2976, -0.5953], [0.5395, -1.0423, 2.1177], [1.6198, -1.5591, -0.2126], [-0.0877, -2.0769, -0.1605]],
  "atomic_forces_ev_per_a": [[0.082, 0.260, -0.660], [0.658, 1.534, 1.959], [0.581, -1.177, 2.585], [-1.198, 0.608, -1.383], [-1.243, 0.133, -1.090], [1.234, -0.287, 0.974], [0.085, 0.154, 0.637], [0.663, 0.367, 0.997], [0.074, 0.392, 1.134], [-0.339, -0.695, -0.878], [0.041, 0.470, -0.828], [0.961, 0.361, 0.574], [0.112, -0.379, -0.961], [-0.673, 0.680, -1.327], [-0.096, 0.115, -0.970], [0.062, -0.073, -0.517], [-1.004, -2.463, -0.246]]
}